w:
One molecule with the formula C2H5NO2S2, computed with wB97M-V/def2-TZVPD.

```
12
Properties=species:S:1:pos:R:3:lowdin_charge:R:1
C 2.583 -0.346 -0.123 -0.154
O 1.828 -1.417 0.390 -0.546
S 0.305 -1.744 -0.130 0.910
C -0.730 -0.212 0.212 -0.953
O -0.258 0.728 0.809 -0.028
S -2.398 -0.527 -0.341 0.859
N -3.062 0.933 -0.022 -0.375
H 2.433 -0.208 -1.172 0.086
H 3.576 -0.573 -0.126 0.058
H 2.507 0.540 0.366 0.055
H -3.180 1.652 -0.678 0.022
H -3.603 1.175 0.816 0.066
```

Values from the calculation:
E_HOMO = -9.0 eV
LUMO level = 0.011 Ha
Kohn-Sham gap = 9.3 eV



x:
One molecule with the formula C2H5NO2S2, computed with wB97M-V/def2-TZVPD.

```
12
Properties=species:S:1:pos:R:3:lowdin_charge:R:1
C 0.305 -2.557 0.477 -0.156
O 0.894 -1.626 -0.419 -0.677
S 1.756 -0.375 0.125 0.796
C 0.170 1.046 0.434 -0.840
O -0.309 1.327 1.480 0.020
S 0.048 1.470 -1.212 0.895
N -0.923 2.789 -1.258 -0.318
H 0.149 -3.515 0.049 0.074
H -0.547 -1.917 0.892 0.114
H 0.942 -2.845 1.258 0.050
H -0.654 3.547 -0.610 0.074
H -1.832 2.656 -1.213 -0.033
```

Values from the calculation:
E_HOMO = -8.8 eV
LUMO level = 0.011 Ha
Kohn-Sham gap = 9.1 eV



w ends up most stable, edging out the next structure by 17.3 kcal/mol.



w:
C19H38N4O5S2SbSi3V as an isolated structure, computed with wB97M-V/def2-TZVPD.

```
73
Properties=species:S:1:pos:R:3:lowdin_charge:R:1
V 1.120 0.972 0.781 0.523
O -0.267 3.514 3.114 0.126
C 0.443 3.094 2.044 -0.622
O -0.192 2.319 1.175 -0.232
C 1.178 4.288 1.466 -0.076
O 2.214 3.837 0.614 -0.114
C 3.292 3.321 1.372 -0.077
C 2.892 2.148 2.241 -0.495
O 3.684 1.351 2.649 0.143
O 1.578 2.105 2.647 0.000
H -0.874 2.808 3.383 0.131
H 0.462 4.844 0.865 0.155
H 1.565 4.929 2.260 0.152
H 4.073 2.994 0.694 0.147
H 3.698 4.092 2.035 0.154
N 1.891 -1.341 3.278 0.135
C 2.612 -1.413 2.128 -0.698
N 2.368 -0.678 1.070 -0.036
C 3.296 -0.950 0.060 -0.319
C 4.170 -1.932 0.329 -0.307
S 3.899 -2.536 1.920 1.114
C 3.190 -0.049 -1.089 -0.327
C 3.878 0.019 -2.239 -0.316
S 3.302 1.334 -3.198 1.108
C 2.159 1.732 -1.974 -0.684
N 2.202 0.930 -0.931 -0.045
N 1.233 2.706 -2.127 0.139
H 1.456 -0.444 3.451 0.097
H 2.306 -1.747 4.101 0.112
H 4.965 -2.321 -0.286 0.089
H 4.677 -0.613 -2.591 0.090
H 1.446 3.470 -2.748 0.116
H 0.722 2.960 -1.291 0.087
C -0.596 -0.043 -3.784 -0.213
Si -0.697 -1.452 -2.577 0.312
C 0.834 -2.514 -2.612 -0.209
C -2.171 -2.492 -3.020 -0.202
Sb -0.830 -0.468 -0.204 1.006
Si -2.996 0.905 -0.297 0.317
C -2.557 2.464 -1.210 -0.215
C -4.338 -0.010 -1.201 -0.213
C -3.527 1.285 1.440 -0.205
Si -1.384 -2.537 1.216 0.313
C -1.841 -1.905 2.906 -0.224
C -2.811 -3.491 0.506 -0.212
C 0.113 -3.645 1.268 -0.211
H -0.225 -0.409 -4.747 0.044
H 0.057 0.763 -3.446 -0.006
H -1.592 0.378 -3.947 0.032
H 1.124 -2.735 -3.644 0.043
H 0.639 -3.465 -2.107 0.030
H 1.681 -2.034 -2.117 0.004
H -2.052 -2.844 -4.051 0.047
H -3.104 -1.929 -2.961 0.016
H -2.261 -3.368 -2.378 0.012
H -2.142 2.242 -2.197 0.021
H -1.819 3.027 -0.634 0.011
H -3.443 3.093 -1.344 0.044
H -4.137 -0.047 -2.274 0.024
H -5.294 0.506 -1.058 0.044
H -4.450 -1.033 -0.838 0.015
H -2.714 1.774 1.981 0.010
H -3.814 0.380 1.980 0.021
H -4.387 1.962 1.431 0.045
H -2.885 -1.580 2.918 0.024
H -1.220 -1.058 3.204 0.011
H -1.725 -2.693 3.656 0.042
H -3.654 -2.847 0.245 0.018
H -3.160 -4.224 1.241 0.046
H -2.508 -4.037 -0.387 0.018
H 0.738 -3.427 2.136 0.008
H 0.726 -3.545 0.369 0.016
H -0.215 -4.687 1.337 0.044
```

Values from the calculation:
E_HOMO (spin up / spin down) = -10.1 / -11.0 eV
Net charge = +1
Spin multiplicity = 4
LUMO level (spin up / spin down) = -0.084 / -0.086 Ha
Kohn-Sham gap (spin up / spin down) = 7.9 / 8.6 eV



x:
C19H38N4O5S2SbSi3V as an isolated structure, computed with wB97M-V/def2-TZVPD.

```
73
Properties=species:S:1:pos:R:3:lowdin_charge:R:1
V -1.471 0.612 -0.947 0.623
O -2.509 4.423 0.432 0.193
C -2.452 3.291 -0.223 -0.503
O -1.429 2.589 -0.231 -0.081
C -3.416 3.194 -1.388 -0.067
O -3.524 1.849 -1.840 -0.128
C -4.440 1.070 -1.042 -0.066
C -3.755 0.988 0.332 -0.596
O -3.728 2.034 0.994 0.062
O -3.054 -0.062 0.547 -0.121
H -1.816 4.437 1.112 0.156
H -2.951 3.755 -2.203 0.157
H -4.389 3.621 -1.153 0.154
H -4.493 0.103 -1.537 0.130
H -5.435 1.506 -0.932 0.142
N -2.877 -2.614 -0.660 0.144
C -2.211 -2.362 -1.792 -0.677
N -1.673 -1.184 -2.059 -0.014
C -1.024 -1.207 -3.287 -0.346
C -1.052 -2.384 -3.943 -0.322
S -1.949 -3.541 -3.023 1.092
C -0.372 0.039 -3.665 -0.343
C 0.177 0.365 -4.853 -0.308
S 0.845 1.964 -4.756 1.102
C 0.309 2.084 -3.125 -0.668
N -0.319 1.016 -2.684 -0.007
N 0.557 3.166 -2.355 0.136
H -3.086 -1.821 -0.054 0.067
H -3.332 -3.495 -0.507 0.114
H -0.606 -2.638 -4.889 0.086
H 0.241 -0.224 -5.750 0.086
H 0.919 4.006 -2.768 0.111
H 0.098 3.220 -1.458 0.073
C 1.121 -3.747 -0.181 -0.209
Si 2.144 -2.171 -0.236 0.312
C 2.538 -1.695 -2.009 -0.205
C 3.721 -2.368 0.752 -0.212
Sb 0.651 -0.338 0.716 0.961
Si -0.144 -1.209 2.983 0.318
C -1.610 -2.346 2.720 -0.217
C 1.242 -2.147 3.832 -0.215
C -0.667 0.307 3.957 -0.214
Si 2.351 1.452 1.356 0.309
C 1.393 3.020 1.760 -0.218
C 3.379 0.931 2.833 -0.212
C 3.443 1.752 -0.144 -0.218
H 1.741 -4.614 -0.425 0.040
H 0.298 -3.714 -0.898 0.003
H 0.693 -3.918 0.809 0.015
H 3.145 -2.471 -2.485 0.041
H 3.093 -0.757 -2.069 0.023
H 1.622 -1.586 -2.595 0.005
H 4.325 -3.197 0.377 0.040
H 3.499 -2.568 1.802 0.019
H 4.337 -1.468 0.704 0.019
H -1.367 -3.178 2.055 0.016
H -2.451 -1.792 2.302 0.008
H -1.918 -2.765 3.681 0.040
H 1.508 -3.041 3.262 0.022
H 0.939 -2.479 4.827 0.039
H 2.141 -1.539 3.946 0.014
H -1.427 0.864 3.402 0.031
H 0.172 0.975 4.157 0.014
H -1.099 0.025 4.920 0.039
H 0.677 2.861 2.568 0.022
H 0.841 3.374 0.889 -0.002
H 2.090 3.802 2.073 0.040
H 2.756 0.813 3.722 0.021
H 4.133 1.687 3.065 0.040
H 3.896 -0.012 2.656 0.017
H 2.839 1.971 -1.028 0.009
H 4.065 0.883 -0.369 0.018
H 4.110 2.602 0.019 0.038
```

Values from the calculation:
E_HOMO (spin up / spin down) = -10.6 / -10.8 eV
Net charge = +1
Spin multiplicity = 4
LUMO level (spin up / spin down) = -0.080 / -0.080 Ha
Kohn-Sham gap (spin up / spin down) = 8.4 / 8.6 eV



x ends up most stable, edging out the next structure by 30.1 kcal/mol.



w:
C2H3N3O3 as an isolated structure, computed with wB97M-V/def2-TZVPD.

```
11
Properties=species:S:1:pos:R:3:lowdin_charge:R:1
C -1.257 -1.194 0.675 -0.379
C 2.308 0.182 0.064 -0.510
N -0.458 -0.209 0.963 0.092
N 0.073 1.847 -0.307 -0.005
N -0.704 0.971 -0.482 0.019
O 2.925 0.681 0.859 0.234
O -1.911 -1.509 -0.412 0.062
O 1.768 -0.404 -0.782 0.143
H -1.457 -1.965 1.516 0.144
H 0.213 2.731 -0.947 0.139
H -1.500 -1.131 -1.147 0.060
```

Values from the calculation:
E_HOMO (spin up / spin down) = -8.8 / -8.8 eV
LUMO level (spin up / spin down) = 0.015 / 0.015 Ha
Kohn-Sham gap (spin up / spin down) = 9.2 / 9.2 eV



x:
One molecule with the formula C2H3N3O3, computed with wB97M-V/def2-TZVPD.

```
11
Properties=species:S:1:pos:R:3:lowdin_charge:R:1
N 0.103 -0.702 -2.239 0.018
N -0.051 -1.403 -0.974 0.072
C -0.151 -0.614 -0.020 -0.515
O -0.467 -0.969 1.177 0.130
N -0.149 0.239 1.924 0.163
C 0.054 1.292 1.168 -0.524
O -0.052 2.442 1.402 0.180
O 0.202 0.722 -0.139 0.134
H 0.755 0.030 -2.205 0.040
H 0.505 -1.390 -2.895 0.084
H -0.749 0.353 2.802 0.218
```

Values from the calculation:
E_HOMO = -9.0 eV
LUMO level = 0.014 Ha
Kohn-Sham gap = 9.4 eV



x ends up most stable, edging out the next structure by 2.6 kcal/mol.



w:
One molecule with the formula C2H3N3O3, computed with wB97M-V/def2-TZVPD.

```
11
Properties=species:S:1:pos:R:3:lowdin_charge:R:1
N -2.380 0.050 0.002 0.151
C -1.055 -0.276 -0.017 -0.343
N -0.555 -1.470 0.147 0.124
O 0.783 -1.430 -0.123 -0.013
N 1.108 -0.038 -0.295 -0.106
O 2.281 0.324 0.155 0.106
C -0.053 0.714 -0.104 -0.379
O -0.209 1.932 -0.025 0.097
H -3.066 -0.572 0.450 0.123
H -2.514 1.050 0.143 0.104
H 2.180 0.488 1.101 0.136
```

Values from the calculation:
E_HOMO = -9.4 eV
LUMO level = 0.000 Ha
Kohn-Sham gap = 9.4 eV



x:
One molecule with the formula C2H3N3O3, computed with wB97M-V/def2-TZVPD.

```
11
Properties=species:S:1:pos:R:3:lowdin_charge:R:1
O 2.744 0.495 -0.199 -0.100
N 1.650 1.339 -0.440 0.093
C 0.598 0.612 -0.237 -0.503
O 0.861 -0.597 0.372 -0.050
N -0.259 -1.548 -0.097 0.183
C -1.428 -0.911 0.181 -0.145
N -1.403 0.374 0.392 0.061
O -0.590 1.018 -0.575 0.092
H 2.347 -0.287 0.359 0.102
H -2.335 -1.427 0.034 0.127
H -2.183 0.932 0.211 0.140
```

Values from the calculation:
E_HOMO = -9.0 eV
LUMO level = -0.009 Ha
Kohn-Sham gap = 8.7 eV



w ends up most stable, edging out the next structure by 66.7 kcal/mol.



w:
A 2-piece molecular cluster, C2H3Cl3S overall, computed with wB97M-V/def2-TZVPD.

```
9
Properties=species:S:1:pos:R:3:lowdin_charge:R:1
C -1.787 -1.485 -1.283 -0.641
C 0.668 -0.453 -0.949 -1.156
S 1.442 -1.987 -1.005 0.398
Cl -2.395 -1.608 0.204 0.626
Cl 0.704 0.631 -2.160 0.648
Cl 3.417 -1.554 -1.627 0.044
H -1.367 -2.454 -1.633 0.011
H -2.318 -0.720 -1.988 0.069
H 0.593 0.024 -0.011 0.000
```

Values from the calculation:
E_HOMO (spin up / spin down) = -8.5 / -8.6 eV
LUMO level (spin up / spin down) = -0.055 / -0.017 Ha
Kohn-Sham gap (spin up / spin down) = 7.0 / 8.2 eV



x:
A 2-piece molecular cluster, C2H3Cl3S overall, computed with wB97M-V/def2-TZVPD.

```
9
Properties=species:S:1:pos:R:3:lowdin_charge:R:1
C 1.542 0.089 -0.770 -0.436
C -1.605 -0.322 0.163 -1.476
S 1.736 0.884 0.792 0.665
Cl -1.889 -0.930 1.792 0.513
Cl -2.731 -0.978 -1.030 0.507
Cl -1.538 1.477 0.085 0.470
H 2.124 0.601 -1.481 -0.044
H 1.509 -1.006 -0.964 0.023
H 0.853 0.184 1.414 -0.222
```

Values from the calculation:
E_HOMO (spin up / spin down) = -9.4 / -7.9 eV
LUMO level (spin up / spin down) = -0.002 / -0.057 Ha
Kohn-Sham gap (spin up / spin down) = 9.4 / 6.3 eV



w ends up most stable, edging out the next structure by 5.1 kcal/mol.



w:
One molecule with the formula C2H3Cl3S, computed with wB97M-V/def2-TZVPD.

```
9
Properties=species:S:1:pos:R:3:lowdin_charge:R:1
C 0.987 -0.448 0.705 -0.818
C -0.870 1.210 -0.476 -0.960
S -0.810 -0.130 0.496 0.613
Cl 1.818 -1.107 -0.725 0.505
Cl -2.327 2.151 -0.538 0.553
Cl -1.123 -2.098 -0.568 -0.008
H 0.921 -1.223 1.544 0.073
H 1.518 0.459 0.812 0.017
H -0.114 1.186 -1.251 0.025
```

Values from the calculation:
E_HOMO = -8.8 eV
LUMO level = -0.024 Ha
Kohn-Sham gap = 8.1 eV



x:
One molecule with the formula C2H3Cl3S, computed with wB97M-V/def2-TZVPD.

```
9
Properties=species:S:1:pos:R:3:lowdin_charge:R:1
S 2.420 -0.071 0.359 0.695
C 0.753 -0.021 1.069 -0.728
C -0.398 -0.015 0.060 -1.666
Cl -1.919 0.024 0.987 0.572
Cl -0.365 -1.457 -0.962 0.577
Cl -0.340 1.447 -0.958 0.563
H 2.472 1.207 -0.035 -0.148
H 0.649 -0.924 1.673 0.065
H 0.643 0.852 1.723 0.071
```

Values from the calculation:
E_HOMO = -9.7 eV
LUMO level = 0.020 Ha
Kohn-Sham gap = 10.3 eV



x ends up most stable, edging out the next structure by 48.8 kcal/mol.



w:
A 4-piece molecular cluster, C4H16N8O4 overall, computed with wB97M-V/def2-TZVPD.

```
32
Properties=species:S:1:pos:R:3:lowdin_charge:R:1
N 10.755 23.515 -27.065 0.163
C 10.493 22.489 -26.284 -0.824
N 9.766 21.675 -26.906 0.154
O 10.738 22.332 -25.098 0.022
H 10.378 23.423 -27.998 0.108
H 11.389 24.201 -26.680 0.124
H 9.670 20.848 -26.335 0.131
H 9.458 21.777 -27.862 0.122
N 4.047 19.420 -24.497 0.142
C 3.065 18.508 -24.340 -0.800
N 3.469 17.304 -24.308 0.171
O 1.925 18.893 -24.243 0.039
H 3.824 20.404 -24.454 0.111
H 4.971 19.078 -24.722 0.091
H 2.772 16.620 -24.050 0.129
H 4.444 17.063 -24.206 0.116
N 7.360 20.759 -21.136 0.160
C 6.938 21.816 -20.499 -0.833
N 7.253 22.848 -21.197 0.150
O 6.378 21.884 -19.447 0.056
H 7.190 19.856 -20.717 0.123
H 7.968 21.019 -21.899 0.107
H 7.712 22.856 -22.097 0.113
H 7.050 23.752 -20.795 0.124
N 7.967 22.414 -13.774 0.133
C 6.976 22.074 -12.944 -0.754
N 6.047 21.482 -13.690 0.139
O 6.885 22.291 -11.760 0.047
H 7.754 22.640 -14.735 0.105
H 8.818 22.771 -13.363 0.109
H 5.209 21.208 -13.198 0.114
H 6.290 21.169 -14.619 0.106
```

Values from the calculation:
E_HOMO = -9.7 eV
LUMO level = 0.000 Ha
Kohn-Sham gap = 9.7 eV



x:
A 4-piece molecular cluster, C4H16N8O4 overall, computed with wB97M-V/def2-TZVPD.

```
32
Properties=species:S:1:pos:R:3:lowdin_charge:R:1
N -2.477 -0.578 2.619 0.142
C -1.150 -0.306 2.387 -0.678
N -0.696 0.803 3.059 0.146
O -0.431 -1.089 1.784 0.019
H -2.745 -1.541 2.557 0.096
H -3.044 0.177 2.947 0.084
H -1.281 1.473 3.522 0.088
H 0.101 1.254 2.625 0.086
N 3.172 -0.163 -0.963 0.133
C 2.670 -1.429 -0.870 -0.683
N 3.306 -2.320 -1.695 0.148
O 1.940 -1.764 0.048 0.041
H 2.738 0.467 -0.302 0.085
H 3.941 0.303 -1.407 0.108
H 3.991 -2.016 -2.356 0.089
H 2.994 -3.270 -1.605 0.102
N 0.716 1.620 -0.926 0.172
C 0.458 2.396 0.148 -0.677
N -0.857 2.498 0.516 0.154
O 1.325 3.046 0.748 -0.011
H 1.623 1.294 -1.199 0.058
H -0.065 0.978 -0.988 0.044
H -1.604 2.191 -0.091 0.074
H -0.997 3.240 1.178 0.103
N -2.632 -1.449 -0.963 0.170
C -1.852 -0.419 -1.428 -0.655
N -0.656 -0.729 -1.950 0.160
O -2.304 0.739 -1.518 -0.018
H -3.604 -1.288 -0.811 0.105
H -2.132 -2.311 -0.852 0.098
H -0.318 -1.622 -1.615 0.104
H -0.128 -0.186 -2.599 0.114
```

Values from the calculation:
E_HOMO = -9.4 eV
LUMO level = 0.021 Ha
Kohn-Sham gap = 9.9 eV



x ends up most stable, edging out the next structure by 35.1 kcal/mol.